{
  "formula": "C4H6O2",
  "method": "ωB97M-V/def2-TZVPD",
  "symbols": ["O", "C", "C", "C", "C", "O", "H", "H", "H", "H", "H", "H"],
  "positions_angstrom": [[-1.58860, 1.60582, -0.21236], [-1.48343, 0.31811, -0.47245], [-0.07475, 0.06315, -0.95086], [0.58426, -0.94378, 0.00891], [1.06642, -0.27423, 1.27255], [2.10243, -0.53782, 1.83266], [-2.48969, 1.76249, 0.11095], [-0.17263, -1.68730, 0.29833], [-0.16744, -0.41510, -1.93453], [0.53240, 0.97410, -1.06210], [1.42452, -1.47399, -0.44673], [0.38516, 0.50739, 1.67900]],
  "forces_ev_per_a": [[-0.2, -0.3, 0.0], [0.3, 0.3, -0.1], [-0.1, 0.0, 0.0], [0.1, -0.1, 0.0], [0.2, -0.1, 0.1], [-0.4, 0.1, -0.2], [0.1, 0.1, -0.1], [0.1, 0.1, 0.0], [0.0, 0.0, 0.1], [-0.1, -0.1, 0.0], [-0.1, 0.1, 0.0], [0.1, -0.1, 0.0]],
  "mulliken_charge": [-0.31, -0.52, -0.13, -0.58, 0.08, -0.47, 0.43, 0.36, 0.28, 0.30, 0.28, 0.29],
  "max_force_ev_per_a": 0.5,
  "e_lumo_ev": 0.60,
  "multiplicity": 1,
  "relative_energy_kcal_mol": 73.84
}

{
  "formula": "C4H6O2",
  "method": "ωB97M-V/def2-TZVPD",
  "symbols": ["O", "C", "O", "C", "C", "C", "H", "H", "H", "H", "H", "H"],
  "positions_angstrom": [[2.32664, 0.57172, 1.22266], [2.18073, 0.01573, 0.17367], [1.13242, 0.20902, -0.67672], [-0.04178, -0.17784, 0.00759], [-1.32610, -0.43203, -0.68730], [-1.18630, 0.71889, 0.29642], [2.81954, -0.80174, -0.19290], [0.20358, -0.89928, 0.77850], [-1.45704, -0.18317, -1.73583], [-1.82622, -1.34025, -0.36518], [-1.18318, 1.71905, -0.12569], [-1.62330, 0.63997, 1.28591]],
  "forces_ev_per_a": [[0.0, -0.3, -0.6], [0.2, 0.1, 0.4], [0.0, -0.1, 0.0], [-0.3, -0.2, 0.3], [-0.1, -0.1, -0.1], [-0.1, 0.2, 0.1], [0.3, 0.3, -0.1], [-0.2, 0.0, 0.1], [0.2, 0.0, 0.2], [-0.1, 0.2, -0.1], [0.1, -0.2, 0.0], [-0.1, 0.1, -0.2]],
  "mulliken_charge": [-0.43, 0.16, -0.35, 0.08, -0.46, -0.61, 0.36, 0.34, 0.24, 0.22, 0.24, 0.22],
  "max_force_ev_per_a": 0.6,
  "e_lumo_ev": 1.09,
  "multiplicity": 1,
  "relative_energy_kcal_mol": 44.19
}

{
  "formula": "C4H6O2",
  "method": "ωB97M-V/def2-TZVPD",
  "symbols": ["O", "C", "C", "O", "C", "C", "H", "H", "H", "H", "H", "H"],
  "positions_angstrom": [[-1.71119, -1.48040, 1.10781], [-0.66675, -1.39075, 0.51837], [-0.14395, -0.27147, -0.32521], [0.48449, -0.78089, -1.46804], [-0.51712, 1.18507, -0.34667], [0.60151, 0.70841, 0.53827], [0.14297, -2.14307, 0.64384], [1.42901, -0.59595, -1.41089], [-1.41365, 1.58906, 0.11649], [-0.23802, 1.67644, -1.27650], [0.38053, 0.65116, 1.60086], [1.65216, 0.85239, 0.30167]],
  "forces_ev_per_a": [[0.2, 0.3, -0.2], [-0.3, 0.0, 0.2], [-0.1, 0.1, 0.2], [0.3, 0.1, 0.0], [-0.1, 0.0, -0.1], [0.3, 0.0, 0.2], [-0.2, -0.2, -0.1], [-0.1, -0.1, -0.1], [0.1, -0.3, 0.0], [-0.1, -0.1, 0.2], [0.1, 0.1, -0.1], [-0.1, 0.3, -0.1]],
  "mulliken_charge": [-0.47, -0.16, 0.81, -0.53, -0.48, -0.76, 0.28, 0.34, 0.25, 0.22, 0.24, 0.26],
  "max_force_ev_per_a": 0.4,
  "e_lumo_ev": 0.76,
  "multiplicity": 1,
  "relative_energy_kcal_mol": 45.82
}

{
  "formula": "C4H6O2",
  "method": "ωB97M-V/def2-TZVPD",
  "symbols": ["O", "C", "C", "C", "O", "C", "H", "H", "H", "H", "H", "H"],
  "positions_angstrom": [[-0.97984, 2.32881, 0.35823], [-0.30008, 1.19026, 0.41320], [-0.05880, 0.24535, -0.73758], [0.69641, -0.54468, 0.37313], [1.29822, -1.58969, 0.37127], [0.36327, 0.48960, 1.36461], [-0.98561, 2.74551, 1.23230], [-0.34636, -3.04626, -1.81745], [0.56835, 0.62979, -1.54799], [-0.94510, -0.24746, -1.14870], [0.12270, -2.82570, -1.28129], [0.56683, 0.62448, 2.42026]],
  "forces_ev_per_a": [[0.1, 0.0, 0.2], [0.1, -0.1, 0.0], [-0.1, 0.0, -0.2], [0.2, -0.4, 0.1], [-0.2, 0.5, 0.0], [0.0, 0.0, 0.0], [0.0, 0.0, -0.1], [0.0, 0.0, 0.0], [-0.1, -0.1, 0.1], [0.1, 0.1, 0.1], [0.0, 0.0, -0.1], [0.0, 0.0, -0.1]],
  "mulliken_charge": [-0.49, 0.65, -0.55, 0.58, -0.58, -0.80, 0.34, 0.19, 0.22, 0.27, -0.20, 0.38],
  "max_force_ev_per_a": 0.5,
  "e_lumo_ev": 0.38,
  "multiplicity": 1,
  "relative_energy_kcal_mol": 58.03
}